Record 1
This record from the OMol25 dataset describes a cluster of 12 separate species, C30H87N3O12 in total at a distorted geometry. The level of theory is the ωB97M-V functional and the def2-TZVPD basis.

Results
HOMO-LUMO gap   0.3404 Eh
Multiplicity   1
SMILES   COC[C@H](C)N.COC[C@H](C)N.COC[C@H](C)N.CCO.CCO.CCO.CCO.CCO.CCO.CCO.CCO.CCO
LUMO energy   0.361 eV
Net charge   0
F_max   2.7 eV Å⁻¹
ΔE to the lowest compared entry with this formula, charge and spin   284.0 kJ/mol
Calculated total energy   -2262.12678 a.u.

CARTESIAN COORDINATES (ANGSTROEM)
1 C -3.62 -6.10 -4.06
2 O -4.35 -5.22 -3.27
3 C -3.56 -4.37 -2.47
4 C -3.14 -3.11 -3.27
5 C -2.24 -2.27 -2.35
6 N -4.23 -2.34 -3.84
7 H -3.21 -6.87 -3.41
8 H -2.77 -5.70 -4.61
9 H -4.28 -6.61 -4.76
10 H -4.22 -4.11 -1.65
11 H -2.71 -4.89 -2.01
12 H -2.53 -3.49 -4.08
13 H -1.79 -1.46 -2.93
14 H -1.48 -2.86 -1.83
15 H -2.83 -1.80 -1.56
16 H -3.82 -1.88 -4.64
17 H -4.75 -3.02 -4.38
18 C 2.94 2.29 -0.37
19 O 4.18 2.93 -0.27
20 C 5.12 2.57 -1.32
21 C 6.26 3.57 -1.35
22 C 7.20 3.35 -2.52
23 N 7.03 3.49 -0.17
24 H 2.24 2.85 -1.00
25 H 2.44 2.21 0.60
26 H 3.04 1.26 -0.71
27 H 5.39 1.51 -1.41
28 H 4.62 2.67 -2.29
29 H 5.81 4.55 -1.44
30 H 7.99 4.10 -2.45
31 H 6.72 3.56 -3.48
32 H 7.56 2.33 -2.60
33 H 7.42 2.56 -0.11
34 H 6.25 3.48 0.47
35 C 0.47 -4.43 0.03
36 O 1.81 -4.22 -0.21
37 C 2.01 -3.37 -1.33
38 C 3.49 -2.96 -1.42
39 C 4.02 -2.13 -0.21
40 N 3.65 -2.23 -2.66
41 H -0.01 -3.50 0.33
42 H 0.21 -5.14 0.81
43 H -0.20 -4.68 -0.79
44 H 1.80 -3.93 -2.23
45 H 1.30 -2.53 -1.29
46 H 4.06 -3.89 -1.43
47 H 3.30 -1.35 0.02
48 H 4.98 -1.66 -0.44
49 H 4.15 -2.90 0.54
50 H 4.61 -1.92 -2.70
51 H 3.15 -1.35 -2.57
52 C 2.81 1.52 -4.25
53 C 1.40 0.99 -3.95
54 O 1.38 0.22 -2.75
55 H 3.02 1.35 -5.31
56 H 3.60 1.08 -3.64
57 H 2.76 2.59 -4.10
58 H 1.03 0.43 -4.82
59 H 0.76 1.85 -3.77
60 H 0.51 0.33 -2.35
61 C -2.96 -3.29 1.11
62 C -2.59 -3.72 2.52
63 O -1.25 -4.02 2.66
64 H -2.84 -4.19 0.49
65 H -2.16 -2.60 0.84
66 H -3.91 -2.76 1.06
67 H -3.13 -4.63 2.79
68 H -2.83 -3.03 3.33
69 H -1.11 -4.93 2.39
70 C 0.07 4.85 -1.77
71 C -1.37 4.36 -1.84
72 O -1.61 3.16 -1.17
73 H 0.72 4.19 -2.34
74 H 0.43 4.85 -0.74
75 H 0.13 5.86 -2.18
76 H -1.71 4.18 -2.86
77 H -2.13 5.08 -1.53
78 H -2.18 3.36 -0.42
79 C -4.47 1.42 1.91
80 C -4.43 2.95 1.78
81 O -3.16 3.32 1.29
82 H -4.25 0.96 0.94
83 H -5.48 1.06 2.13
84 H -3.85 1.09 2.74
85 H -4.58 3.44 2.74
86 H -5.17 3.41 1.12
87 H -2.57 3.36 2.05
88 C -0.12 3.66 2.17
89 C -0.54 2.96 3.50
90 O -1.96 3.15 3.78
91 H 0.96 3.70 2.05
92 H -0.39 4.71 2.23
93 H -0.59 3.18 1.31
94 H 0.00 3.25 4.41
95 H -0.28 1.91 3.53
96 H -2.18 2.78 4.64
97 C -0.06 -0.42 0.98
98 C -1.18 0.27 0.22
99 O -0.68 0.67 -0.99
100 H -0.43 -0.51 2.00
101 H 0.90 0.09 1.11
102 H 0.25 -1.42 0.66
103 H -1.49 1.15 0.78
104 H -2.09 -0.32 0.13
105 H -0.98 1.58 -1.08
106 C -0.16 -0.02 5.43
107 C -0.72 -0.86 6.60
108 O 0.41 -0.95 7.38
109 H -0.86 -0.03 4.60
110 H 0.69 -0.51 4.97
111 H 0.10 1.02 5.64
112 H -1.07 -1.84 6.25
113 H -1.53 -0.39 7.15
114 H 0.12 -0.81 8.29
115 C 3.28 0.12 3.11
116 C 3.61 0.41 4.63
117 O 3.51 1.81 4.75
118 H 3.79 0.73 2.37
119 H 2.20 0.23 2.99
120 H 3.52 -0.94 3.10
121 H 4.55 -0.08 4.90
122 H 2.91 0.02 5.36
123 H 3.87 2.09 5.59
124 C -4.39 0.58 -2.03
125 C -5.80 0.02 -1.85
126 O -5.59 -1.35 -1.54
127 H -4.37 1.67 -2.15
128 H -3.86 0.18 -2.89
129 H -3.81 0.47 -1.12
130 H -6.48 0.12 -2.69
131 H -6.28 0.53 -1.02
132 H -5.14 -1.69 -2.32

Record 2
This record from the OMol25 dataset describes a cluster of 12 separate species, C30H89N13O15 in total at a distorted geometry. The level of theory is the ωB97M-V functional and the def2-TZVPD basis.

Results
HOMO-LUMO gap   0.3392 Eh
Multiplicity   1
SMILES   COC[C@H](C)N.COC[C@H](C)N.COC[C@H](C)N.COC[C@H](C)N.COC[C@H](C)N.NC(N)=O.NC(N)=O.NC(N)=O.NC(N)=O.OCCO.OCCO.OCCO
LUMO energy   0.468 eV
Net charge   0
F_max   3.0 eV Å⁻¹
Calculated total energy   -3036.85788 a.u.

CARTESIAN COORDINATES (ANGSTROEM)
1 C 0.82 -0.21 -4.70
2 O 1.39 0.94 -4.10
3 C 0.46 1.85 -3.57
4 C 1.17 3.18 -3.13
5 C 2.30 2.92 -2.18
6 N 0.25 4.02 -2.42
7 H 0.29 -0.01 -5.61
8 H 0.12 -0.75 -3.98
9 H 1.62 -0.96 -4.87
10 H -0.32 2.07 -4.33
11 H -0.10 1.41 -2.72
12 H 1.52 3.59 -4.09
13 H 1.95 2.92 -1.16
14 H 2.89 3.86 -2.09
15 H 3.01 2.13 -2.58
16 H 0.82 4.82 -2.11
17 H -0.40 4.45 -3.08
18 C -7.77 -1.30 -1.83
19 O -7.16 -1.16 -0.57
20 C -6.94 0.23 -0.21
21 C -6.86 0.18 1.31
22 C -6.74 1.55 1.89
23 N -5.77 -0.69 1.70
24 H -8.82 -0.92 -1.83
25 H -7.87 -2.35 -2.04
26 H -7.21 -0.89 -2.69
27 H -6.11 0.78 -0.66
28 H -7.90 0.70 -0.59
29 H -7.84 -0.23 1.58
30 H -6.78 1.60 2.99
31 H -7.59 2.13 1.49
32 H -5.83 2.09 1.56
33 H -5.99 -1.70 1.53
34 H -5.61 -0.63 2.66
35 C 0.00 -0.84 7.45
36 O 1.14 -1.14 6.65
37 C 1.14 -2.50 6.44
38 C 2.44 -2.80 5.63
39 C 3.62 -2.72 6.54
40 N 2.48 -1.96 4.46
41 H -0.01 0.21 7.70
42 H 0.04 -1.40 8.37
43 H -0.93 -1.10 6.95
44 H 1.05 -3.02 7.41
45 H 0.25 -2.89 5.83
46 H 2.32 -3.79 5.16
47 H 3.39 -3.50 7.28
48 H 3.70 -1.78 7.08
49 H 4.63 -2.87 6.13
50 H 1.56 -1.66 4.15
51 H 3.02 -1.08 4.53
52 C 4.00 -1.26 -3.06
53 O 4.85 -0.42 -3.85
54 C 4.39 -0.30 -5.16
55 C 5.33 0.63 -5.92
56 C 6.82 0.08 -5.89
57 N 5.28 1.97 -5.37
58 H 3.03 -0.71 -2.85
59 H 4.58 -1.48 -2.16
60 H 3.79 -2.20 -3.65
61 H 4.38 -1.29 -5.65
62 H 3.39 0.11 -5.22
63 H 5.03 0.73 -6.96
64 H 6.96 -0.87 -6.32
65 H 7.21 0.07 -4.87
66 H 7.49 0.82 -6.40
67 H 6.00 2.58 -5.71
68 H 5.33 1.88 -4.35
69 C -1.87 2.40 0.60
70 O -0.67 1.79 1.03
71 C -0.24 0.62 0.25
72 C 1.25 0.47 0.45
73 C 1.81 -0.81 -0.21
74 N 1.57 0.30 1.90
75 H -1.95 3.42 1.06
76 H -2.71 1.76 0.78
77 H -1.91 2.60 -0.47
78 H -0.83 -0.19 0.62
79 H -0.47 0.79 -0.80
80 H 1.72 1.37 -0.06
81 H 1.30 -0.89 -1.17
82 H 1.59 -1.69 0.35
83 H 2.82 -0.59 -0.48
84 H 1.26 1.00 2.54
85 H 2.60 0.24 2.01
86 N 1.78 -3.69 2.23
87 C 0.43 -3.63 2.30
88 N -0.08 -2.40 2.60
89 O -0.33 -4.59 1.98
90 H 2.27 -3.11 2.93
91 H 2.20 -4.62 2.12
92 H 0.43 -1.55 2.32
93 H -1.12 -2.22 2.65
94 N -1.41 1.03 3.97
95 C -2.19 0.03 4.41
96 N -2.75 -0.77 3.44
97 O -2.32 -0.26 5.56
98 H -1.11 1.72 4.63
99 H -1.47 1.43 3.03
100 H -2.94 -0.58 2.44
101 H -3.28 -1.53 3.93
102 N -4.42 -5.23 2.39
103 C -4.34 -4.25 1.40
104 N -3.08 -3.93 1.07
105 O -5.33 -3.60 1.00
106 H -3.72 -6.00 2.40
107 H -5.41 -5.48 2.44
108 H -2.94 -3.33 0.26
109 H -2.25 -4.40 1.48
110 N 6.78 0.38 -1.60
111 C 6.82 -0.61 -0.65
112 N 7.31 -1.91 -1.06
113 O 6.46 -0.47 0.49
114 H 6.57 0.04 -2.52
115 H 6.08 1.07 -1.36
116 H 7.97 -1.97 -1.83
117 H 7.47 -2.56 -0.32
118 O 4.52 2.33 -0.67
119 C 5.03 2.80 0.57
120 C 4.26 2.30 1.76
121 O 4.39 0.96 2.01
122 H 3.62 2.04 -0.59
123 H 6.07 2.46 0.54
124 H 5.03 3.90 0.56
125 H 3.15 2.51 1.67
126 H 4.63 2.85 2.67
127 H 5.16 0.65 1.52
128 O -4.22 4.57 -1.79
129 C -4.12 5.04 -3.15
130 C -4.11 3.79 -4.08
131 O -5.19 2.95 -3.83
132 H -3.38 4.15 -1.58
133 H -5.03 5.60 -3.26
134 H -3.28 5.70 -3.18
135 H -3.16 3.25 -3.94
136 H -4.19 4.09 -5.14
137 H -5.33 3.02 -2.87
138 O -3.13 -2.41 -2.35
139 C -4.16 -1.55 -1.92
140 C -3.53 -0.37 -1.15
141 O -3.45 -0.48 0.23
142 H -3.38 -3.30 -2.10
143 H -4.51 -1.16 -2.91
144 H -4.90 -2.02 -1.26
145 H -4.09 0.50 -1.36
146 H -2.47 -0.26 -1.50
147 H -4.31 -0.65 0.66

Record 3
This record from the OMol25 dataset describes a structure of composition C30H90BF4O30Tl at a distorted geometry. The level of theory is the ωB97M-V functional and the def2-TZVPD basis.

Results
HOMO-LUMO gap   0.0536 Eh
Multiplicity   1
LUMO energy   -11.895 eV
Net charge   +2
F_max   5.2 eV Å⁻¹
Calculated total energy   -4050.02413 a.u.

CARTESIAN COORDINATES (ANGSTROEM)
1 Tl 3.32 -1.20 -4.23
2 B -0.54 0.32 0.36
3 F -0.95 1.55 0.50
4 F -0.12 0.21 -0.94
5 F 0.53 0.04 1.22
6 F -1.59 -0.59 0.48
7 C 6.03 -0.32 0.26
8 C 7.21 0.19 1.13
9 O 6.94 1.46 1.62
10 O 4.86 -0.62 0.94
11 H 6.28 -1.08 -0.48
12 H 5.62 0.38 -0.46
13 H 8.11 0.17 0.51
14 H 7.36 -0.62 1.84
15 H 7.82 1.70 1.91
16 H 4.70 0.08 1.58
17 C 0.96 6.66 -0.85
18 C 2.26 6.78 -1.73
19 O 2.33 5.69 -2.68
20 O 0.86 5.89 0.27
21 H 0.15 6.45 -1.55
22 H 0.60 7.68 -0.69
23 H 3.11 6.80 -1.05
24 H 2.24 7.75 -2.22
25 H 2.71 4.94 -2.20
26 H 0.24 5.18 0.10
27 C 2.16 2.33 -4.41
28 C 2.07 2.01 -2.95
29 O 3.03 1.07 -2.40
30 O 2.04 1.21 -5.31
31 H 3.01 2.90 -4.78
32 H 1.37 3.04 -4.66
33 H 1.11 1.55 -2.73
34 H 2.14 2.93 -2.37
35 H 3.04 1.42 -1.51
36 H 1.84 1.61 -6.16
37 C 2.17 -4.05 -1.85
38 C 2.14 -2.84 -0.90
39 O 3.11 -1.77 -1.21
40 O 1.90 -3.48 -3.08
41 H 1.51 -4.88 -1.60
42 H 3.17 -4.49 -1.79
43 H 2.26 -3.29 0.09
44 H 1.13 -2.42 -0.90
45 H 3.60 -1.58 -0.41
46 H 1.21 -4.03 -3.47
47 C -4.35 -4.14 -1.63
48 C -3.84 -5.60 -1.28
49 O -3.51 -6.25 -2.48
50 O -3.27 -3.35 -1.83
51 H -4.89 -3.83 -0.74
52 H -5.03 -4.22 -2.48
53 H -4.60 -6.20 -0.78
54 H -3.03 -5.46 -0.57
55 H -2.57 -6.25 -2.71
56 H -2.52 -3.93 -2.00
57 C -2.52 -3.79 2.58
58 C -3.80 -4.62 2.51
59 O -3.50 -5.96 2.88
60 O -2.08 -3.84 3.90
61 H -2.78 -2.73 2.48
62 H -1.79 -3.94 1.79
63 H -4.19 -4.80 1.51
64 H -4.62 -4.15 3.05
65 H -3.27 -5.93 3.82
66 H -1.20 -4.21 3.90
67 C 2.65 2.94 0.53
68 C 4.03 3.41 0.08
69 O 3.95 3.91 -1.25
70 O 2.34 1.79 -0.01
71 H 1.94 3.63 0.05
72 H 2.55 2.75 1.59
73 H 4.70 2.58 0.31
74 H 4.45 4.24 0.65
75 H 4.86 4.00 -1.52
76 H 1.63 1.35 0.47
77 C -4.26 -0.83 -5.43
78 C -4.04 0.23 -4.44
79 O -4.61 1.40 -4.83
80 O -3.55 -0.76 -6.62
81 H -5.29 -0.75 -5.77
82 H -4.18 -1.83 -5.01
83 H -3.00 0.36 -4.16
84 H -4.63 -0.01 -3.55
85 H -4.76 1.54 -5.77
86 H -3.83 -1.51 -7.15
87 C -4.47 2.37 2.18
88 C -3.90 2.12 3.59
89 O -4.50 0.86 4.00
90 O -3.98 3.54 1.60
91 H -5.55 2.34 2.36
92 H -4.22 1.53 1.53
93 H -3.84 2.99 4.25
94 H -2.88 1.79 3.38
95 H -3.75 0.37 4.35
96 H -3.04 3.35 1.50
97 C -1.96 3.82 -1.65
98 C -1.46 3.19 -2.92
99 O -0.58 4.10 -3.71
100 O -0.92 4.02 -0.73
101 H -2.69 3.11 -1.26
102 H -2.49 4.76 -1.79
103 H -2.18 2.56 -3.44
104 H -0.83 2.35 -2.59
105 H -1.10 4.89 -3.87
106 H -0.63 3.13 -0.53
107 C 0.45 -2.29 3.57
108 C 0.41 -1.00 4.40
109 O 1.45 -0.69 5.43
110 O 1.61 -2.14 2.79
111 H -0.45 -2.56 3.01
112 H 0.62 -3.07 4.31
113 H -0.57 -0.91 4.87
114 H 0.27 -0.19 3.69
115 H 1.71 0.23 5.48
116 H 1.56 -1.43 2.14
117 C 4.73 -3.51 3.73
118 C 6.12 -4.29 3.61
119 O 7.07 -3.64 2.88
120 O 3.93 -3.63 2.55
121 H 4.75 -2.43 3.86
122 H 4.15 -3.92 4.55
123 H 6.07 -5.32 3.25
124 H 6.42 -4.33 4.66
125 H 7.84 -4.02 3.31
126 H 3.10 -3.15 2.67
127 C -0.42 -1.01 -5.60
128 C -0.47 -1.43 -4.14
129 O 0.53 -0.74 -3.29
130 O 0.94 -1.30 -6.07
131 H -0.70 0.04 -5.66
132 H -1.19 -1.56 -6.13
133 H -0.45 -2.52 -4.08
134 H -1.43 -1.23 -3.66
135 H 0.24 -0.54 -2.39
136 H 1.06 -1.32 -7.02
137 C 2.28 2.89 4.88
138 C 1.12 2.75 5.97
139 O 1.08 3.91 6.74
140 O 2.38 1.66 4.14
141 H 3.15 3.21 5.46
142 H 2.34 3.73 4.18
143 H 1.25 1.87 6.60
144 H 0.26 2.55 5.32
145 H 1.88 4.35 6.45
146 H 2.11 1.77 3.22
147 C -7.05 -1.89 1.30
148 C -6.92 -0.41 1.70
149 O -7.83 0.42 1.17
150 O -6.79 -2.06 -0.12
151 H -8.02 -2.32 1.55
152 H -6.32 -2.48 1.86
153 H -5.94 -0.07 1.36
154 H -6.71 -0.33 2.77
155 H -8.57 0.43 1.78
156 H -6.76 -1.27 -0.67